[1]
Computed, not measured: an isolated molecule of C20H24N4O6S, with ωB97M-V/def2-TZVPD.

Properties
multiplicity: 1
strongest force on any atom: 1.0 eV/A
Kohn-Sham gap: 9.13 eV
highest occupied orbital energy: -0.3201 hartree
relative energy (zero: lowest compared OMol25 entry of this formula, charge and spin): 23.78 kcal/mol
LUMO energy: 0.423 eV

```
55
C20H24N4O6S (ωB97M-V/def2-TZVPD)
H -5.170 -1.527 -4.190
H 1.740 1.231 -0.441
C 0.153 0.249 0.607
H 2.721 -1.255 3.905
H 0.199 1.121 6.618
C 2.786 -1.298 2.816
H 4.888 -1.771 2.763
H -1.630 -0.545 1.483
C -2.060 1.076 0.159
H 2.504 -2.295 2.470
C 1.055 -0.779 1.220
C -1.538 2.017 -0.724
C 0.674 1.195 -0.271
O -3.409 3.631 -3.545
H -0.214 0.427 3.731
C -0.161 2.078 -0.926
H 4.912 -2.795 0.645
C 4.228 -0.977 2.380
O 1.300 0.205 5.121
H -4.232 1.176 -3.633
H -3.349 2.828 -1.183
H 0.177 -1.132 -4.088
N -2.222 -2.667 -4.380
H 2.691 1.228 3.245
H -0.475 -0.408 5.996
H 1.370 1.661 2.139
C 1.712 0.927 2.869
O -0.948 3.701 -3.374
H -1.536 -3.392 -4.502
N -2.371 2.890 -1.423
S -2.184 3.042 -3.096
H 0.021 1.321 -3.635
C -0.866 0.717 -3.730
O 1.079 -1.918 0.783
O 4.394 -0.818 0.996
C -2.099 1.330 -3.599
N 1.836 -0.367 2.242
H 0.999 -0.428 7.002
C 4.264 -2.006 0.244
H 0.230 2.820 -1.603
H 4.546 -0.023 2.809
C -3.299 0.647 -3.727
C -1.963 -1.344 -4.121
C -0.778 -0.643 -3.993
O -4.141 -3.942 -4.643
C -3.216 -0.702 -4.003
H 3.230 -2.362 0.218
C -3.585 -2.897 -4.434
H 4.583 -1.758 -0.767
C 0.454 0.123 6.239
C 0.726 0.907 4.043
H 0.498 1.941 4.345
C -1.218 0.197 0.816
N -4.175 -1.668 -4.197
H -3.127 1.031 0.323
```



[2]
Computed, not measured: an isolated molecule of C20H24O2 in a non-equilibrium geometry, with ωB97M-V/def2-TZVPD.

Properties
multiplicity: 1
strongest force on any atom: 4.3 eV/A
Kohn-Sham gap: 8.81 eV
highest occupied orbital energy: -0.2970 hartree
relative energy (zero: lowest compared OMol25 entry of this formula, charge and spin): 55.70 kcal/mol
LUMO energy: 0.730 eV

```
46
C20H24O2 (ωB97M-V/def2-TZVPD)
H -0.869 0.502 -4.475
H -0.292 2.224 -2.907
H 4.407 -2.311 -0.799
H 1.590 1.725 1.667
H 1.799 -0.469 2.606
C 0.683 -0.617 2.512
H 2.035 -2.071 -1.495
C -1.380 0.796 3.077
C -0.851 -0.131 -3.616
C -0.903 -1.911 -1.453
H -1.775 -1.256 -5.677
C 0.530 1.718 1.549
C 0.053 0.763 2.730
C 0.442 -0.263 -0.058
C -0.363 0.289 -2.309
C -0.261 -0.693 -1.289
C 0.201 2.209 -0.796
C -3.859 0.711 3.995
H 4.318 -1.294 -2.295
H -2.134 -3.124 -2.740
H 0.529 -1.413 3.201
O 0.573 1.396 3.871
C 4.040 -1.340 -1.220
O -2.234 -1.691 -4.942
H -4.316 -0.244 3.971
H 1.223 2.691 -0.575
C 0.005 1.219 0.262
H 4.650 -0.588 -0.762
C -1.587 -1.268 -3.770
H -0.149 1.835 4.299
C 0.270 -1.170 1.194
C 1.985 -0.265 -0.352
H -3.925 0.949 5.040
C 0.179 1.638 -2.189
H -4.554 1.525 3.660
H 0.824 -2.077 1.022
C -2.516 0.833 3.458
H -0.962 -2.777 -0.684
H 1.249 1.451 -2.566
H -0.568 2.951 -0.675
H 2.609 0.525 -0.013
C -1.671 -2.179 -2.649
H -1.036 1.107 0.250
H 0.187 2.746 1.642
C 2.619 -1.260 -1.064
H -0.798 -1.387 1.362
```



[3]
Computed, not measured: a structure of composition C20H25BN16O3V, with ωB97M-V/def2-TZVPD.

Properties
multiplicity: 3
strongest force on any atom: 0.9 eV/A
Kohn-Sham gap (spin up / spin down): 7.70 / 7.76 eV
net charge: +1
highest occupied orbital energy (spin up / spin down): -0.4282 / -0.4282 hartree
LUMO energy (spin up / spin down): -3.950 / -3.891 eV

```
66
C20H25BN16O3V (ωB97M-V/def2-TZVPD)
H -2.787 3.656 2.601
C 1.057 3.898 -2.882
N -0.783 1.610 1.033
H -3.358 -1.928 -0.920
C -0.132 3.995 1.249
O 0.645 2.218 -1.526
C -3.786 -5.036 1.734
H 5.099 1.344 -1.888
H -4.808 -3.012 3.720
B -1.641 -0.715 1.081
N -0.247 -1.171 1.613
N 1.990 -1.744 -1.710
C 3.591 0.004 -1.768
C -0.934 -0.376 -2.466
N -1.791 0.789 1.426
H -0.811 -2.680 2.966
H -4.039 -5.217 0.690
C 1.348 -2.121 2.802
N 2.539 5.022 -4.666
C -2.701 1.514 2.087
C -2.517 -1.374 -1.296
H -0.093 -0.514 -4.418
H -2.582 -1.444 -3.499
H -2.903 -5.630 1.970
N 3.251 1.703 -0.201
H 0.941 0.334 -3.251
N 2.809 0.627 -0.866
C 1.881 4.521 -3.871
V 0.749 0.959 -0.151
N 0.919 -0.581 1.245
C -2.275 2.824 2.150
N -2.676 -2.907 1.224
O 4.329 2.225 -0.336
N -1.140 4.999 -2.090
H 3.665 -1.635 -2.962
H 3.897 -1.286 2.657
C 3.336 -0.761 1.886
C -0.159 4.526 -2.452
H -4.608 -5.386 2.354
H -0.631 4.929 1.493
N -2.678 -1.625 1.693
N 1.446 2.769 -2.401
C -4.091 -2.748 2.962
H 1.283 -1.893 -2.419
H 2.219 -2.610 -1.239
N -0.666 -0.188 -1.167
H 1.870 -2.746 3.505
H -3.618 1.084 2.446
C 1.898 -1.151 1.968
H 3.773 -1.029 0.923
C -0.087 0.168 -3.568
H -0.479 1.125 -3.918
N 4.760 0.447 -2.201
O 2.394 2.108 0.618
H 0.180 4.039 0.207
C -1.053 2.847 1.479
N 3.125 -1.155 -2.255
C -0.008 -2.097 2.547
C -2.104 -1.128 -2.588
H -3.639 -0.621 3.327
C -3.528 -3.584 1.972
H 5.291 -0.078 -2.875
H 3.467 0.308 2.050
N -1.639 -0.809 -0.459
H 0.758 3.908 1.874
C -3.520 -1.523 2.755
```



[4]
Computed, not measured: a structure of composition C20H25BrN3O6STc in a non-equilibrium geometry, with ωB97M-V/def2-TZVPD.

Properties
multiplicity: 2
strongest force on any atom: 2.8 eV/A
Kohn-Sham gap (spin up / spin down): 6.72 / 6.00 eV
net charge: +1
highest occupied orbital energy (spin up / spin down): -0.4140 / -0.4243 hartree
LUMO energy (spin up / spin down): -4.551 / -5.551 eV

```
57
C20H25BrN3O6STc (ωB97M-V/def2-TZVPD)
C -2.643 1.670 2.587
C 1.675 2.548 -0.347
H 1.697 -6.185 -0.982
C 3.597 -2.595 -0.253
H -1.066 -6.872 -3.502
H -2.287 -4.690 -1.351
C -2.815 1.002 3.980
C -0.887 -7.052 -1.341
H 0.798 -8.126 -0.455
H 0.909 -7.911 -2.219
O -3.351 2.537 2.172
C -0.910 0.044 2.894
H 4.542 -4.837 0.723
Tc 0.028 -0.246 -0.089
N 2.148 0.579 0.883
H 4.676 -2.673 -0.109
O 0.980 -1.710 -0.627
O -1.199 -0.291 5.279
O 0.006 -0.689 2.507
H 3.437 -3.823 -2.737
H -0.209 -9.086 -1.533
H 2.743 2.499 1.403
C -1.224 -4.559 -1.201
H 2.927 0.085 0.459
Br -1.927 -1.791 -1.014
H 3.153 -2.245 0.681
C 3.737 -4.451 -1.897
H -2.199 -8.374 -0.237
H 1.357 4.327 -1.241
S 0.906 1.656 -1.569
N 2.250 1.956 0.711
H 3.237 -5.960 0.357
H 2.956 -4.625 1.480
O -3.745 1.072 4.697
H -2.657 -6.674 -0.114
C 0.228 -8.098 -1.386
C 1.004 -5.358 -0.995
H 3.482 -5.484 -2.136
C 0.634 -3.002 -0.813
C -1.690 -7.149 -2.650
C -1.529 0.967 2.007
H -1.265 -7.279 0.793
H -2.032 -8.175 -2.791
H 4.822 -4.387 -1.790
C 3.058 -3.988 -0.599
H 3.410 -1.874 -1.048
C -0.722 -3.300 -1.020
C 1.536 -4.080 -0.801
H 2.252 4.435 0.233
C -1.808 -7.358 -0.150
H -2.567 -6.502 -2.639
C -0.341 -5.639 -1.186
C 3.466 -4.914 0.559
C -1.539 0.144 4.230
N 1.775 3.867 -0.449
H 2.055 0.331 1.862
O -1.050 0.972 0.813
```